# 1
75
Properties=species:S:1:pos:R:3:forces:R:3 method="wB97M-V/def2-TZVPD" e_above_lowest_kj_mol=0.0 orbital_gap_ev=3.80 charge=+2 fmax_ev_per_a=0.9 e_tot_ev=-156149.2988
Fe -1.0106 -0.6390 0.5750 -0.1 -0.4 0.4
C 0.7391 -3.6335 0.2661 0.0 0.0 0.0
C -0.4330 -3.3499 -0.6136 0.0 -0.1 0.0
C -0.8141 -3.9719 -1.7989 -0.1 0.0 0.0
C -2.0119 -3.3681 -2.1586 0.2 -0.2 0.2
N -2.3177 -2.4703 -1.2190 -0.2 0.1 0.0
N -1.3521 -2.4381 -0.2657 0.3 0.6 -0.6
B -3.3819 -1.3589 -1.0886 -0.2 0.0 0.0
N -2.7195 -0.0231 -1.5351 -0.1 -0.2 0.1
C -2.7585 0.5525 -2.7364 0.0 0.3 0.1
C -1.8946 1.6370 -2.7193 -0.1 0.0 0.0
C -1.3384 1.6345 -1.4411 0.0 0.1 0.1
C -0.3966 2.6235 -0.8387 0.0 0.0 0.0
N -1.8464 0.6191 -0.7264 0.5 -0.5 -0.3
N -3.7245 -1.2336 0.4256 0.0 0.0 0.0
C -4.8469 -1.6314 1.0416 0.0 0.0 0.0
C -4.6636 -1.5205 2.4017 0.0 0.0 0.0
C -3.3604 -1.0455 2.5545 0.0 0.0 0.0
C -2.6517 -0.7541 3.8338 0.0 0.0 0.0
N -2.7982 -0.8751 1.3554 0.0 0.0 0.1
N -4.6298 -1.5731 -1.8970 0.0 0.0 0.0
C -5.7146 -0.7535 -1.9216 0.0 0.0 0.0
C -6.5804 -1.2339 -2.8648 0.0 0.0 0.0
C -5.9353 -2.3724 -3.4007 0.0 0.0 0.0
C -6.4202 -3.2861 -4.4790 0.0 0.0 0.0
N -4.7650 -2.5637 -2.8183 0.0 -0.1 0.0
H 1.5822 -4.0037 -0.3148 0.0 0.0 0.0
H 0.4886 -4.3915 1.0094 0.0 0.0 0.0
H 1.0566 -2.7403 0.8110 0.0 0.0 0.0
H -0.3119 -4.7743 -2.3106 0.0 0.0 0.0
H -2.6787 -3.5296 -2.9860 0.0 0.0 0.0
H -3.4015 0.1690 -3.5120 0.0 0.0 0.0
H -1.7184 2.3458 -3.5095 0.0 0.0 0.0
H 0.2090 3.0968 -1.6099 0.0 0.0 0.0
H 0.2651 2.1549 -0.1093 0.0 0.0 0.0
H -0.9453 3.4091 -0.3169 0.0 0.0 0.0
H -5.6957 -1.9702 0.4724 0.0 0.0 0.0
H -5.3705 -1.7482 3.1799 0.0 0.0 0.0
H -3.2130 -1.1668 4.6689 0.0 0.0 0.0
H -2.5740 0.3225 4.0005 0.0 0.0 0.0
H -1.6570 -1.2037 3.8530 0.0 0.0 0.0
H -5.7851 0.1026 -1.2691 0.0 0.0 0.0
H -7.5434 -0.8356 -3.1346 0.0 0.0 0.0
H -7.4746 -3.1126 -4.6838 0.0 0.0 0.0
H -6.2914 -4.3277 -4.1887 0.0 0.0 0.0
H -5.8667 -3.1250 -5.4047 0.0 0.0 0.0
Br 9.7721 6.1508 0.0422 0.0 0.0 0.0
C 8.6759 4.7446 0.5029 0.0 0.0 0.0
C 7.2909 4.9921 0.6752 0.0 0.0 0.0
C 6.4674 3.9686 1.0222 0.0 0.0 0.0
C 7.0142 2.6587 1.1948 -0.1 -0.1 0.0
C 8.4139 2.4353 1.0336 0.0 0.0 0.0
C 9.2345 3.4690 0.6837 0.0 0.0 0.0
N 6.2974 1.5719 1.4815 0.0 0.1 0.0
N 5.0605 1.6167 1.7428 0.2 0.0 0.0
C 4.0250 1.0892 1.2097 0.0 0.0 0.0
C 4.0646 0.5399 -0.1499 0.0 0.0 0.0
C 2.9810 0.0014 -0.7136 0.0 0.0 0.0
C 1.7117 -0.0536 0.0168 -0.1 0.1 0.0
O 0.7029 -0.5354 -0.4779 0.1 0.0 0.1
C 1.6523 0.4931 1.3919 0.0 -0.1 0.0
N 0.4567 0.3973 1.9922 -0.2 0.3 -0.2
C 0.3487 0.8981 3.2185 0.0 0.0 0.0
C 1.4164 1.4934 3.8903 0.0 0.0 0.0
C 2.6426 1.5795 3.2695 0.0 0.0 0.0
C 2.7685 1.0668 1.9776 0.0 0.0 0.0
H 6.9134 5.9958 0.5408 0.0 0.0 0.0
H 5.4104 4.1375 1.1817 0.0 0.0 0.0
H 8.7948 1.4343 1.1880 0.0 0.0 0.0
H 10.2966 3.3222 0.5505 0.0 0.0 0.0
H 5.0120 0.5743 -0.6730 0.0 0.0 0.0
H 2.9941 -0.4247 -1.7084 0.0 0.0 0.0
H -0.6214 0.8247 3.6863 0.0 0.0 0.0
H 1.2667 1.8809 4.8879 0.0 0.0 0.0
H 3.4890 2.0355 3.7661 0.0 0.0 0.0

---

# 2
72
Properties=species:S:1:pos:R:3:forces:R:3 method="wB97M-V/def2-TZVPD" e_above_lowest_kj_mol=100.4 orbital_gap_ev="7.10 / 7.10" charge=+1 fmax_ev_per_a=3.5 e_tot_ev=-176641.4218
Tc 10.4833 -0.8973 16.5343 -0.8 -1.2 -0.3
S 8.7123 0.5220 17.3587 -1.4 -0.4 -1.0
C 7.4842 0.7112 15.9581 1.6 0.2 2.1
C 6.7505 1.8836 15.9188 0.5 -0.4 0.1
C 5.7077 1.9617 15.0699 -0.6 -0.2 -2.0
C 5.4382 0.8763 14.1699 -1.6 2.2 1.1
C 6.1827 -0.2488 14.2868 0.4 -2.0 -1.7
C 7.2556 -0.3779 15.1678 0.0 0.1 0.2
As 8.4585 -1.9075 15.3274 0.1 1.0 -1.1
C 8.4316 -2.6610 13.4806 -0.6 0.0 1.4
C 9.1791 -2.1669 12.4350 0.3 0.0 -2.0
C 9.1226 -2.7657 11.1455 0.2 0.6 0.0
C 8.3210 -3.8917 10.9512 -0.2 0.3 1.2
C 7.5772 -4.3994 12.0130 0.4 1.5 1.5
C 7.5817 -3.7319 13.3008 0.6 -1.5 -3.1
C 7.4854 -3.0858 16.4790 1.5 -1.2 -1.4
C 7.9503 -4.4063 16.5220 -1.1 -0.6 0.2
C 7.4074 -5.3001 17.4601 0.7 2.4 -1.1
C 6.5101 -4.7845 18.3836 -0.5 -0.7 0.5
C 6.0588 -3.4878 18.3393 -0.2 1.0 -0.9
C 6.5201 -2.6454 17.3085 -1.0 0.7 1.5
H 6.9980 2.7745 16.4453 0.4 0.2 0.7
H 5.2525 2.9512 15.0285 -0.5 -0.5 -0.3
H 4.5495 0.9809 13.5101 1.0 -0.4 0.3
H 6.0224 -1.0747 13.5645 -0.1 0.5 0.6
H 9.7590 -1.2643 12.5058 0.3 0.2 0.4
H 9.6899 -2.3390 10.2641 -0.7 -0.4 1.4
H 8.1998 -4.3819 10.0112 0.3 -0.1 -0.6
H 7.0208 -5.2971 11.8352 -0.5 -0.2 0.2
H 6.9575 -4.1163 14.0608 -0.5 -0.3 0.8
H 8.5669 -4.7626 15.6987 0.2 -0.1 0.3
H 7.7621 -6.2853 17.4052 0.0 -1.4 0.4
H 6.0512 -5.4291 19.1123 0.1 -0.3 0.3
H 5.2960 -3.1173 19.0210 0.2 -0.2 0.0
H 6.1455 -1.6326 17.1575 -0.1 -0.2 0.4
O 10.6646 -3.0135 17.2560 -0.3 -0.5 -0.1
C 10.7908 -4.0230 16.5407 1.6 0.3 -0.3
C 11.3133 -3.9677 15.1709 -1.5 -0.9 0.5
C 11.2010 -5.1124 14.3236 -0.5 -0.7 0.5
C 11.5893 -5.0021 13.0371 1.5 -0.3 -1.4
C 12.2224 -3.8358 12.5089 -0.5 -1.2 0.6
C 12.3158 -2.7652 13.3208 0.4 1.5 0.3
C 11.8415 -2.7751 14.6552 0.6 1.0 0.4
O 12.0285 -1.6798 15.3810 -0.9 -0.7 -0.3
N 11.6802 -6.2730 12.2090 0.0 2.4 -0.8
O 11.4292 -7.3004 12.7427 -0.4 -1.7 0.9
O 11.9940 -6.1373 11.0400 0.0 0.0 0.3
H 10.6514 -5.0373 16.9865 -0.1 0.7 -0.2
H 10.8231 -6.1439 14.5776 0.4 1.4 0.3
H 12.6977 -3.8209 11.5470 -0.2 -0.2 -0.4
H 12.7654 -1.8242 12.9724 -0.1 -0.5 0.2
S 9.3739 2.4367 17.6958 -0.1 0.3 0.3
Sb 11.7506 2.4347 17.4254 0.5 0.8 0.8
S 12.2873 0.0217 17.6737 1.2 0.7 -0.8
S 10.3616 0.7144 14.9056 0.9 0.1 0.1
S 12.0919 1.8995 15.1914 -0.1 -0.3 -1.0
O 12.2020 -0.3968 19.3075 0.2 0.1 -0.2
C 11.0427 -0.9276 19.6332 1.1 -0.4 2.2
O 10.1246 -1.0484 18.8676 -1.0 -0.6 -1.3
C 10.9404 -1.3400 21.0629 -1.2 -0.4 -0.6
C 11.9123 -1.3038 22.0572 1.2 1.2 -1.0
C 11.5709 -1.4947 23.3646 -0.7 0.0 1.9
C 10.2513 -1.8564 23.6879 1.4 -0.2 2.0
C 9.3551 -1.9838 22.6811 -1.6 -0.4 -0.3
C 9.6501 -1.7400 21.3708 -0.1 0.1 -0.3
N 7.9753 -2.4333 22.9742 -0.9 -1.5 2.1
O 7.7568 -2.8526 24.1058 0.9 0.6 -0.1
O 7.1077 -2.4810 22.1434 0.3 0.7 -1.6
H 12.9168 -1.0118 21.7519 -0.1 -0.1 0.3
H 12.1939 -1.3050 24.2739 0.0 -0.4 -1.4
H 10.0647 -2.0927 24.7715 -0.4 0.4 -1.5
H 8.8898 -1.8711 20.6041 0.1 0.2 0.2

---

# 3
142
Properties=species:S:1:pos:R:3:forces:R:3 method="wB97M-V/def2-TZVPD" e_above_lowest_kj_mol=0.0 orbital_gap_ev=8.18 fmax_ev_per_a=2.0 e_tot_ev=-136961.3813
C 1.6135 -2.5423 0.9762 -0.1 0.7 0.6
C 1.9461 -2.4063 2.4508 0.0 -0.4 -0.8
Cl 1.6413 -0.8163 3.1587 0.2 -0.6 -0.6
C 2.4476 -3.3744 3.2211 0.2 1.1 0.5
Cl 2.7590 -4.9682 2.5753 0.0 0.5 0.5
C 2.7502 -3.0234 4.6555 -0.9 -1.1 -0.5
C 1.6577 -2.8946 5.5195 0.9 -0.3 -0.2
C 1.9419 -2.5255 6.8140 -1.0 0.3 1.0
C 3.2508 -2.2996 7.2610 0.0 0.3 0.4
C 4.3468 -2.4281 6.4090 0.3 0.0 0.2
C 5.7685 -2.1413 6.8838 0.3 -0.1 -0.6
C 6.4079 -0.9180 6.1843 0.5 0.3 0.5
O 6.7125 0.0344 6.8618 -0.3 -0.4 0.0
N 6.6652 -0.8902 4.7503 0.0 0.6 1.1
C 8.1230 -0.7826 4.5861 0.5 0.0 -0.8
C 6.0220 0.3635 4.2686 -0.5 -0.6 0.0
C 4.0386 -2.7996 5.0959 0.0 0.1 0.0
F 4.9991 -2.9245 4.1783 0.1 -0.3 0.2
C 3.3892 -1.8685 8.7160 -0.4 0.2 -0.2
O 4.2284 -2.2834 9.4753 -0.1 0.1 -0.2
C 2.3155 -0.8729 9.1633 1.2 -1.1 -0.6
C 2.6225 0.2112 9.9501 -1.5 0.2 0.4
O 3.9349 0.5052 10.3911 0.1 0.2 -1.3
C 4.4158 1.3990 9.5501 0.5 1.7 0.0
N 4.7715 2.3208 8.9270 -0.4 -1.8 0.8
C 1.5979 1.0866 10.3133 0.8 0.2 0.3
C 0.3015 0.8710 9.8824 0.1 0.1 0.1
C 0.0032 -0.2315 9.0793 -0.6 0.3 0.1
C 1.0090 -1.1026 8.7179 0.2 -0.3 -0.2
C 0.8046 -2.3120 7.8109 0.5 0.2 0.0
O -0.1520 -3.0433 7.8837 0.1 0.4 -0.2
H 2.4265 -2.1556 0.3394 -0.1 -0.2 0.3
H 1.4274 -3.5964 0.7448 -0.1 0.4 -0.1
H 0.7477 -1.8935 0.7785 0.1 -0.5 -0.2
H 0.6534 -3.0716 5.1368 0.2 0.1 0.3
H 6.3861 -3.0480 6.7531 -0.1 0.4 -0.3
H 5.8150 -1.9074 7.9520 -0.3 -0.1 -0.4
H 8.6706 -1.5863 5.1018 -0.4 0.2 -0.1
H 8.5334 0.1898 4.9173 -0.3 -0.3 0.1
H 8.3362 -0.8581 3.5063 0.0 -0.1 0.4
H 6.5665 1.2683 4.5800 -0.1 -0.2 -0.2
H 5.8982 0.2841 3.1797 0.2 0.2 0.3
H 5.0207 0.4012 4.7313 0.2 0.1 -0.4
H 1.8812 1.9422 10.9300 -0.3 -0.2 -0.2
H -0.4599 1.5946 10.1747 0.1 -0.3 -0.2
H -1.0167 -0.3708 8.7208 0.3 -0.1 0.1
C -1.9573 2.3521 -4.7224 0.0 0.0 0.1
C -1.1520 2.4164 -3.5895 0.0 0.0 -0.1
C -0.9222 1.2781 -2.8346 0.1 0.2 0.0
C -1.5063 0.0719 -3.2030 -0.1 0.0 -0.1
C -2.3334 0.0125 -4.3274 0.1 0.0 0.1
C -2.5474 1.1535 -5.0906 0.0 0.2 -0.1
C -3.0039 -1.2585 -4.7086 -0.2 0.0 -0.3
O -3.7204 -1.3150 -5.6857 0.0 0.0 0.0
C -2.7866 -2.4609 -3.8597 0.1 0.0 0.1
C -3.4497 -3.6431 -4.1674 -0.1 -0.2 0.0
C -3.2459 -4.7734 -3.3926 0.1 0.0 0.0
C -2.3708 -4.7302 -2.3111 0.0 0.0 0.0
C -1.7118 -3.5529 -1.9974 0.0 -0.2 0.0
C -1.9240 -2.4124 -2.7638 -0.1 0.0 -0.1
C -1.2380 -1.1455 -2.3960 0.2 0.1 0.3
O -0.4755 -1.1056 -1.4501 0.1 -0.1 0.0
H -2.1283 3.2412 -5.3160 0.0 0.0 0.0
H -0.7017 3.3563 -3.2972 0.0 0.0 0.0
H -0.2913 1.3294 -1.9570 0.0 -0.1 0.0
H -3.1773 1.1067 -5.9692 0.0 -0.1 0.1
H -4.1281 -3.6799 -5.0102 0.1 0.1 0.0
H -3.7672 -5.6918 -3.6310 0.0 0.0 0.0
H -2.2074 -5.6163 -1.7108 0.0 0.0 0.0
H -1.0355 -3.5197 -1.1528 0.0 0.1 0.0
C -10.9771 -1.9785 -10.0981 0.0 0.1 0.0
C -11.4174 -0.6682 -9.9379 0.1 -0.1 0.0
C -10.9154 0.1127 -8.9100 -0.1 0.0 -0.1
C -9.9790 -0.4162 -8.0297 0.0 -0.2 0.0
C -9.5551 -1.7385 -8.1764 0.0 0.1 0.0
C -10.0491 -2.5127 -9.2196 -0.1 -0.1 -0.1
C -8.5900 -2.3370 -7.2149 0.1 -0.4 0.0
O -8.2182 -3.4856 -7.3444 0.0 0.0 0.0
C -8.0978 -1.5014 -6.0876 -0.1 0.1 0.0
C -7.2405 -2.0592 -5.1479 0.1 0.0 0.2
C -6.7646 -1.2885 -4.1011 0.0 0.1 0.0
C -7.1355 0.0479 -3.9923 0.0 -0.1 0.0
C -7.9944 0.6085 -4.9233 0.1 0.1 0.2
C -8.4858 -0.1652 -5.9680 0.0 -0.1 0.0
C -9.4344 0.4389 -6.9408 -0.1 0.4 0.0
O -9.7626 1.6042 -6.8461 0.0 0.0 0.0
H -11.3640 -2.5845 -10.9075 0.0 0.0 0.0
H -12.1520 -0.2564 -10.6183 0.0 0.0 0.0
H -11.2548 1.1330 -8.7899 0.1 0.0 0.1
H -9.7118 -3.5334 -9.3424 0.1 0.0 0.1
H -6.9472 -3.0973 -5.2319 -0.1 0.0 -0.1
H -6.0998 -1.7277 -3.3671 0.0 0.0 0.0
H -6.7562 0.6510 -3.1768 0.0 0.0 0.0
H -8.2859 1.6467 -4.8351 -0.1 0.0 -0.1
C -2.7273 7.2219 2.8968 0.1 0.0 0.0
C -1.9266 8.2018 3.4757 0.0 -0.1 0.0
C -0.6893 7.8674 4.0007 -0.1 0.2 0.0
C -0.2510 6.5491 3.9600 -0.1 -0.1 -0.1
C -1.0645 5.5621 3.4005 0.1 0.1 0.1
C -2.2982 5.9056 2.8597 -0.2 0.1 0.0
C -0.6331 4.1381 3.3917 -0.2 -0.3 -0.2
O -1.3392 3.2802 2.9013 0.0 0.0 0.0
C 0.6760 3.7870 4.0033 0.1 0.1 0.1
C 1.0694 2.4551 4.0547 0.2 -0.2 0.1
C 2.2938 2.1167 4.6105 0.0 0.2 0.1
C 3.1330 3.1092 5.1096 0.0 -0.1 0.0
C 2.7423 4.4372 5.0653 0.1 -0.1 0.1
C 1.5105 4.7803 4.5213 -0.1 -0.1 -0.1
C 1.0880 6.2062 4.5115 0.3 0.3 0.2
O 1.8167 7.0729 4.9489 0.0 0.0 0.0
H -3.6904 7.4868 2.4790 0.0 0.0 0.0
H -2.2691 9.2282 3.5148 0.0 0.0 0.0
H -0.0655 8.6312 4.4458 0.1 -0.1 0.0
H -2.9242 5.1440 2.4140 0.1 -0.1 0.1
H 0.4198 1.6823 3.6647 -0.1 0.1 -0.1
H 2.5989 1.0798 4.6553 0.0 0.0 0.0
H 4.0920 2.8438 5.5379 0.0 0.0 0.0
H 3.3941 5.2063 5.4581 -0.1 0.1 0.0
C 6.1211 1.3804 -7.6767 0.0 0.0 0.1
C 5.4891 2.3727 -6.9335 0.0 -0.1 0.0
C 4.6753 2.0297 -5.8665 0.1 0.2 -0.1
C 4.4799 0.6921 -5.5441 0.1 -0.1 -0.1
C 5.0953 -0.3043 -6.3047 -0.1 0.1 0.1
C 5.9245 0.0455 -7.3639 0.1 0.1 -0.1
C 4.8594 -1.7425 -6.0051 0.2 -0.3 -0.2
O 5.3973 -2.6089 -6.6636 0.0 0.0 0.0
C 3.9439 -2.0959 -4.8873 -0.1 0.1 0.1
C 3.6660 -3.4327 -4.6279 -0.1 -0.2 0.1
C 2.8247 -3.7747 -3.5816 0.0 0.1 0.0
C 2.2640 -2.7825 -2.7828 0.0 0.0 -0.1
C 2.5340 -1.4473 -3.0405 -0.2 -0.1 0.2
C 3.3657 -1.0997 -4.0977 0.1 -0.1 -0.1
C 3.6179 0.3379 -4.3847 -0.2 0.3 0.2
O 3.1260 1.2048 -3.6908 0.0 0.0 0.0
H 6.7639 1.6508 -8.5048 0.0 0.0 0.0
H 5.6344 3.4151 -7.1873 0.0 0.0 0.0
H 4.1888 2.8027 -5.2863 0.0 -0.1 0.1
H 6.4124 -0.7249 -7.9461 -0.1 -0.1 0.1
H 4.1031 -4.2062 -5.2454 0.1 0.1 -0.1
H 2.6051 -4.8167 -3.3849 0.0 0.0 0.0
H 1.6113 -3.0512 -1.9613 0.0 0.0 0.0
H 2.0918 -0.6783 -2.4197 0.0 0.1 -0.1